C4H5N3 | ωB97M-V/def2-TZVPD

Calculated values
**Gap between HOMO and LUMO**: 8.6 eV
**SMILES**: N=C=C1CN=CN1
**HOMO energy**: -7.9 eV
**Net charge**: 0
**2S+1**: 1
**Max |F|**: 3.13 eV Å⁻¹

```
12
Properties=species:S:1:pos:R:3:nbo_charge:R:1
N 2.8185 -0.8551 -0.2046 -0.53
C 1.6682 -0.5636 0.1474 0.29
C 0.4242 -0.2038 0.2583 -0.10
C -0.8106 -0.9326 -0.2455 -0.25
N -1.8518 0.1014 -0.2693 -0.45
C -1.3316 1.1655 0.2002 0.25
N 0.0174 1.1346 0.5014 -0.61
H 2.3599 -0.4885 -1.1316 0.39
H -0.6640 -1.3554 -1.2491 0.20
H -1.1194 -1.7518 0.4103 0.21
H -1.8762 2.0949 0.3381 0.19
H 0.4323 1.6853 1.2348 0.41
```

C4H13N2 | ωB97M-V/def2-TZVPD

Calculated values
**Gap between HOMO and LUMO**: 10.4 eV
**SMILES**: CNCC[NH2+]C
**HOMO energy**: -13.5 eV
**Net charge**: +1
**2S+1**: 1
**Max |F|**: 3.28 eV Å⁻¹

```
19
Properties=species:S:1:pos:R:3:nbo_charge:R:1
C -1.4750 1.6795 -0.4291 -0.46
N -1.1830 0.3322 -1.0011 -0.69
C -1.2562 -0.6681 0.1033 -0.24
C 0.0827 -0.6177 0.9627 -0.25
N 1.1931 -0.0226 0.1439 -0.54
C 2.4884 -0.8085 0.2164 -0.40
H -2.5803 1.7459 -0.4453 0.22
H -1.1087 2.3697 -1.2002 0.22
H -0.9813 2.0667 0.5720 0.21
H -1.6576 0.0069 -1.9085 0.43
H -1.1471 -1.7035 -0.3804 0.21
H -2.0986 -0.5962 0.7779 0.22
H 0.2920 -1.6901 1.1802 0.24
H -0.0787 0.0136 1.8282 0.23
H 0.6784 -0.1034 -0.7360 0.47
H 1.2979 1.0015 0.4297 0.44
H 2.2198 -1.7299 -0.2743 0.23
H 2.7526 -0.7815 1.2675 0.23
H 3.3019 -0.2779 -0.2302 0.24
```

C42H117N3O18 | ωB97M-V/def2-TZVPD

Calculated values
**Gap between HOMO and LUMO**: 9.0 eV
**HOMO energy**: -8.8 eV
**Net charge**: 0
**2S+1**: 1
**Max |F|**: 1.60 eV Å⁻¹

```
180
Properties=species:S:1:pos:R:3:lowdin_charge:R:1
C 11.7764 -20.2168 -1.8183 -0.07
O 11.2590 -19.5671 -0.6509 -0.19
C 10.4391 -18.4642 -0.8959 -0.23
C 10.1059 -17.8518 0.4382 -0.19
N 9.1389 -16.7686 0.2844 -0.03
C 8.4040 -16.5244 1.5070 -0.21
C 7.5486 -15.2795 1.3770 -0.20
O 8.3014 -14.1357 0.9940 -0.20
C 9.1979 -13.6900 1.9849 -0.10
H 11.1400 -20.0473 -2.6908 0.07
H 11.8138 -21.2765 -1.5846 0.06
H 12.7668 -19.7989 -2.0159 0.10
H 9.5118 -18.7769 -1.4043 0.12
H 10.9116 -17.6996 -1.5304 0.12
H 11.0123 -17.4681 0.9166 0.12
H 9.7225 -18.6516 1.0936 0.12
H 8.4339 -17.0922 -0.3821 0.07
H 9.1111 -16.3568 2.3275 0.09
H 7.7644 -17.3423 1.8798 0.11
H 6.9246 -14.9805 2.2292 0.11
H 6.7869 -15.4484 0.6033 0.11
H 8.7059 -13.4254 2.9281 0.08
H 9.6560 -12.8153 1.5249 0.08
H 10.0060 -14.3855 2.2412 0.07
C 7.6444 -20.1559 -5.1893 -0.10
O 7.2183 -18.8282 -4.9330 -0.19
C 7.5083 -18.4378 -3.5921 -0.22
C 6.9793 -17.0356 -3.4477 -0.21
N 7.4807 -16.3801 -2.2460 -0.06
C 7.1035 -14.9546 -2.1711 -0.17
C 5.6041 -14.7454 -2.0758 -0.25
O 5.0918 -14.2425 -3.2742 -0.18
C 3.7256 -13.8870 -3.1705 -0.10
H 7.2187 -20.8336 -4.4362 0.09
H 8.7336 -20.2281 -5.1135 0.06
H 7.2666 -20.4212 -6.1713 0.09
H 8.5975 -18.4361 -3.4789 0.10
H 6.9614 -19.1239 -2.9366 0.11
H 5.8891 -17.0437 -3.4700 0.12
H 7.3144 -16.4942 -4.3479 0.13
H 8.4951 -16.3632 -2.3415 0.08
H 7.4877 -14.4395 -3.0650 0.13
H 7.6237 -14.5196 -1.3189 0.09
H 5.3510 -14.0966 -1.2198 0.12
H 5.1447 -15.7081 -1.7800 0.11
H 3.1103 -14.7969 -3.2017 0.09
H 3.4733 -13.2921 -4.0436 0.09
H 3.5260 -13.3566 -2.2362 0.08
C 9.2698 -18.2559 4.9359 -0.10
O 10.2488 -17.5721 4.2070 -0.21
C 11.1046 -16.7400 4.9382 -0.21
C 12.0764 -16.1284 3.9204 -0.17
N 12.8198 -14.9586 4.3637 -0.06
C 13.8500 -15.2350 5.3644 -0.19
C 14.3578 -13.9529 5.9674 -0.22
O 13.2654 -13.2926 6.5943 -0.21
C 13.6490 -12.0726 7.2212 -0.08
H 8.7597 -17.5691 5.6263 0.08
H 9.7102 -19.0564 5.5415 0.09
H 8.5404 -18.6288 4.2220 0.08
H 11.6871 -17.2825 5.6974 0.12
H 10.5282 -15.9503 5.4525 0.13
H 11.4974 -15.8979 3.0226 0.10
H 12.7741 -16.9265 3.6490 0.10
H 12.1752 -14.3115 4.8142 0.09
H 14.6826 -15.7416 4.8619 0.13
H 13.5385 -15.9161 6.1665 0.12
H 14.7780 -13.2948 5.1943 0.12
H 15.1191 -14.1514 6.7299 0.13
H 14.6535 -12.1306 7.6475 0.09
H 12.9075 -11.8575 7.9846 0.08
H 13.6360 -11.2648 6.4808 0.09
C 12.1666 -12.7948 -1.6011 -0.07
C 11.9910 -14.1395 -0.9137 -0.31
O 10.7897 -14.7412 -1.3711 -0.11
H 12.9441 -12.1887 -1.1298 0.07
H 11.2179 -12.2618 -1.5598 0.06
H 12.4464 -12.9401 -2.6449 0.07
H 11.9897 -14.0539 0.1776 0.09
H 12.8461 -14.7879 -1.1506 0.11
H 10.1940 -14.9872 -0.6491 0.04
C 6.3161 -14.6179 5.7964 -0.08
C 5.5202 -15.5928 4.9602 -0.30
O 6.3910 -16.5531 4.3312 -0.10
H 7.0314 -15.1672 6.4104 0.07
H 5.6650 -14.0533 6.4656 0.08
H 6.8580 -13.9215 5.1593 0.04
H 4.9766 -15.0716 4.1666 0.10
H 4.7496 -16.0869 5.5576 0.11
H 6.1789 -17.3971 4.7378 0.08
C 5.6829 -18.6398 -0.3134 -0.08
C 4.7659 -18.5635 0.8916 -0.31
O 3.4325 -18.8615 0.4365 -0.09
H 5.5574 -19.5782 -0.8498 0.08
H 6.7209 -18.5329 0.0093 0.06
H 5.4892 -17.8094 -0.9926 0.05
H 4.7485 -17.5732 1.3510 0.10
H 5.0795 -19.3432 1.5962 0.11
H 2.8641 -18.9946 1.1991 0.07
C 5.9245 -11.8598 2.7481 -0.09
C 5.4727 -10.4385 2.9442 -0.32
O 5.1285 -10.1611 4.3011 -0.08
H 6.6005 -12.2690 3.5009 0.05
H 6.3966 -12.0272 1.7729 0.07
H 5.0671 -12.5423 2.7290 0.08
H 4.5596 -10.2329 2.3823 0.11
H 6.1868 -9.6987 2.5628 0.11
H 5.9411 -10.1502 4.8162 0.08
C 10.8802 -16.2825 -4.3991 -0.06
C 11.6635 -17.5758 -4.4064 -0.28
O 10.8007 -18.6655 -4.7936 -0.11
H 9.8382 -16.4522 -4.1330 0.06
H 10.9091 -15.7607 -5.3570 0.08
H 11.2876 -15.6214 -3.6308 0.06
H 12.0064 -17.8014 -3.3972 0.08
H 12.5703 -17.5619 -5.0157 0.11
H 10.7593 -18.6895 -5.7537 0.09
C 10.4439 -23.7638 -3.1900 -0.07
C 10.9411 -22.7897 -4.2483 -0.32
O 10.6577 -23.3104 -5.5433 -0.08
H 10.5773 -23.2830 -2.2224 0.04
H 10.9942 -24.6945 -3.2952 0.08
H 9.3730 -23.9384 -3.3163 0.08
H 12.0173 -22.7407 -4.0486 0.09
H 10.5054 -21.7924 -4.1581 0.09
H 11.3774 -23.0883 -6.1379 0.08
C 14.8501 -12.5192 2.1685 -0.08
C 13.4977 -11.8927 2.5395 -0.32
O 12.4694 -12.8540 2.5090 -0.12
H 14.7550 -12.9733 1.1802 0.07
H 15.0985 -13.3012 2.8875 0.05
H 15.6430 -11.7709 2.1415 0.07
H 13.2302 -11.1371 1.8022 0.10
H 13.5900 -11.4555 3.5429 0.10
H 12.7146 -13.6430 3.0354 0.03
C 9.6624 -12.7363 7.5507 -0.07
C 9.8890 -12.7670 6.0505 -0.33
O 10.0495 -11.4417 5.5880 -0.06
H 10.5282 -12.3668 8.0948 0.06
H 9.4531 -13.7498 7.9043 0.08
H 8.7869 -12.1289 7.7921 0.08
H 9.0907 -13.3152 5.5510 0.09
H 10.8144 -13.3447 5.9274 0.08
H 10.0706 -11.4562 4.6242 0.07
C 10.1668 -23.2200 0.7144 -0.08
C 10.8436 -22.4950 1.8783 -0.31
O 12.0040 -23.1834 2.3521 -0.09
H 9.8015 -24.1706 1.1207 0.08
H 10.8631 -23.4672 -0.0847 0.05
H 9.3201 -22.6428 0.3471 0.08
H 10.1322 -22.4705 2.7128 0.11
H 11.1149 -21.4771 1.6019 0.08
H 11.8360 -24.1267 2.2721 0.07
C 9.6999 -9.7832 1.1103 -0.09
C 10.2887 -9.3547 -0.2254 -0.31
O 9.3486 -8.5523 -0.9411 -0.08
H 9.5396 -8.9109 1.7421 0.08
H 10.3680 -10.4779 1.6328 0.06
H 8.7612 -10.3295 0.9792 0.06
H 10.5695 -10.2141 -0.8398 0.09
H 11.1887 -8.7661 -0.0538 0.11
H 8.5792 -9.1104 -1.0895 0.08
C 14.1778 -22.7952 -0.4981 -0.09
C 14.9934 -22.2598 -1.6474 -0.30
O 14.2439 -22.3090 -2.8718 -0.10
H 13.7821 -23.7961 -0.6812 0.08
H 13.3400 -22.1327 -0.2851 0.04
H 14.7976 -22.8453 0.3989 0.08
H 15.9136 -22.8278 -1.7901 0.11
H 15.2103 -21.2109 -1.4285 0.11
H 14.7667 -22.7053 -3.5711 0.08
C 13.2198 -19.4195 2.2847 -0.09
C 14.3653 -19.6224 3.2566 -0.31
O 15.5941 -19.8894 2.5734 -0.08
H 13.3813 -18.4820 1.7526 0.07
H 12.2717 -19.4207 2.8321 0.07
H 13.1323 -20.2214 1.5517 0.06
H 14.1776 -20.4155 3.9764 0.11
H 14.4851 -18.6883 3.8216 0.09
H 16.0069 -19.0537 2.3432 0.08
```

CH5INP | ωB97M-V/def2-TZVPD

Calculated values
**Gap between HOMO and LUMO**: 8.7 eV
**SMILES**: CN=[PH2]I
**HOMO energy**: -8.8 eV
**Net charge**: 0
**2S+1**: 1
**Max |F|**: 1.87 eV Å⁻¹

```
9
Properties=species:S:1:pos:R:3:nbo_charge:R:1
C 0.7733 -1.0328 -0.2219 -0.43
N 0.2281 0.2760 -0.5903 -1.01
P -0.9041 1.1221 0.0624 1.06
I -3.2880 0.5540 -0.1109 -0.19
H 0.5256 -1.4900 0.7491 0.18
H 0.1095 -1.7367 -0.8048 0.21
H 1.8784 -0.9004 -0.4071 0.22
H -1.0635 2.5037 -0.4722 0.02
H -0.6723 1.2672 1.5238 -0.04
```

Respective molar mass values: 95.105 89.162 952.401 188.936 u.